1.
12
Properties=species:S:1:pos:R:3:nbo_charge:R:1 method="wB97M-V/def2-TZVPD" homo_lumo_gap_ev="9.01 / 8.57" energy_ha=-248.342107 spin_multiplicity=1
C 1.34553 -0.48901 -1.42090 -0.69
C 0.55676 0.40510 -0.46523 -0.09
N -0.53915 -0.34005 0.43328 0.11
C -1.23599 0.51337 1.40050 -0.45
O -0.74569 -1.52916 0.24428 -0.43
H 2.19136 0.04636 -1.80043 0.23
H 0.62366 -0.73531 -2.31212 0.23
H 1.69228 -1.44099 -0.87760 0.25
H 0.47661 1.53211 -0.41743 0.20
H -1.04146 1.52243 1.25603 0.21
H -2.40271 0.33047 1.45788 0.22
H -0.92120 0.18468 2.50175 0.21

---

2.
60
Properties=species:S:1:pos:R:3:nbo_charge:R:1 method="wB97M-V/def2-TZVPD" homo_lumo_gap_ev=8.37 energy_ha=-1417.342039 spin_multiplicity=1
O -2.00020 1.07792 2.56384 -0.82
H -2.49460 1.23349 1.70634 0.55
H -1.83584 1.93724 2.98470 0.52
H -1.11553 0.63720 2.30663 0.55
C 0.96217 -1.33470 -0.34614 -0.65
C 0.66159 -0.06609 0.45925 0.13
C -0.01328 1.04508 -0.34219 -0.65
O 0.08706 -0.30589 1.71970 -1.02
H 0.13862 -1.64756 -0.98854 0.19
H 1.14724 -2.13408 0.37219 0.21
H 1.85172 -1.14242 -0.94472 0.22
H 1.65684 0.33459 0.72049 0.11
H -1.00654 0.62245 -0.55913 0.17
H 0.54420 1.28745 -1.24459 0.25
H -0.34175 1.92017 0.22071 0.20
O -1.84631 3.75566 -1.72283 -0.96
H -1.33403 3.89420 -2.52812 0.48
H -1.85713 2.79783 -1.60682 0.49
O 1.05211 -2.59594 -3.59013 -0.97
H 0.11094 -2.72690 -3.35709 0.50
H 1.54097 -3.12767 -2.95563 0.46
O 3.74643 1.24814 -1.66918 -0.96
H 3.29201 1.99061 -1.25446 0.48
H 4.61619 1.23324 -1.25454 0.49
O 0.74118 -4.50097 2.04780 -0.96
H 0.14624 -4.97366 2.64311 0.49
H 1.21891 -5.19484 1.57961 0.49
O -2.78593 0.94270 -2.39966 -0.99
H -2.24352 0.14250 -2.47886 0.51
H -3.12893 1.09658 -3.28611 0.50
O -1.45360 -2.76087 1.50968 -1.02
H -0.76574 -3.41373 1.71296 0.49
H -1.00486 -1.89227 1.62521 0.51
O 1.96473 -1.96977 3.09616 -0.98
H 1.76565 -2.83767 2.73157 0.47
H 1.34682 -1.36577 2.64203 0.49
O -1.64071 -2.62227 -3.32494 -0.98
H -2.33662 -3.00568 -3.86648 0.48
H -2.03703 -2.53235 -2.43683 0.51
O 4.40339 -0.12850 1.32767 -0.94
H 4.52747 -1.07759 1.42246 0.47
H 3.51752 -0.03616 0.96115 0.47
O 0.71533 3.51638 1.77744 -0.94
H 0.87690 2.58246 1.97961 0.50
H -0.07570 3.74034 2.27622 0.46
O 1.64219 0.33736 -3.36021 -0.99
H 2.45358 0.39673 -2.83140 0.49
H 1.34798 -0.57764 -3.25558 0.49
O 0.33787 5.14081 -0.51501 -0.99
H 0.45288 4.62240 0.29694 0.48
H -0.53200 4.88306 -0.85893 0.48
O -3.41385 1.39454 0.33578 -0.97
H -4.30100 1.09339 0.56707 0.49
H -3.22841 1.00319 -0.53687 0.53
O -2.62379 -1.61782 -0.98353 -0.99
H -2.20589 -2.03031 -0.20205 0.52
H -3.47153 -1.30437 -0.65351 0.48
O 1.10080 1.16728 3.93754 -0.96
H 0.37086 1.32625 4.54414 0.45
H 0.75595 0.52226 3.28608 0.50

---

3.
13
Properties=species:S:1:pos:R:3:nbo_charge:R:1 method="wB97M-V/def2-TZVPD" homo_lumo_gap_ev=8.67 energy_ha=-340.449268 spin_multiplicity=1 charge=-1
N 1.43096 -0.22099 -0.79736 -0.88
C 0.63435 -1.25674 -0.20192 -0.05
N -0.09558 -0.96300 1.04216 -0.91
H 2.03427 0.22038 -0.11579 0.34
H 0.83028 0.50581 -1.18664 0.41
H 1.27313 -2.12890 0.00512 0.14
H -0.13943 -1.61795 -0.86116 0.18
H -1.02523 -0.62312 0.86339 0.40
H 0.42601 -0.65079 1.83611 0.35
O -2.42093 1.04157 -0.10647 -0.80
C -1.35564 1.70180 -0.16298 0.63
O -0.62966 1.93272 -1.13840 -0.80
H -0.96253 2.05920 0.82395 -0.01

---

4.
15
Properties=species:S:1:pos:R:3:nbo_charge:R:1 method="wB97M-V/def2-TZVPD" homo_lumo_gap_ev="3.98 / 7.13" s2=2.007 energy_ha=-834.034552 spin_multiplicity=3
C 0.09591 -1.24374 1.23254 0.01
C -0.73557 1.03243 0.41585 -0.65
N 0.23395 0.21073 1.14683 -0.25
O -1.29052 -0.38354 -1.85930 -0.89
O 1.04582 0.29072 -1.25811 -1.13
O -0.66144 1.99655 -2.09751 -0.88
O 0.93785 -1.98853 0.43172 -0.68
S -0.55336 0.75271 -1.36680 2.21
H 0.32612 -1.69964 2.27203 0.24
H -0.94417 -1.42816 1.24410 0.19
H -1.74889 0.76365 0.66122 0.25
H -0.61209 2.08281 0.55229 0.26
H 1.68571 0.66246 -1.87483 0.43
H 1.10713 0.58652 1.01976 0.34
H 1.11356 -1.63498 -0.51979 0.53

---

ΔE to the lowest compared entry with this formula, charge and spin, respectively: 115.70, 93.96, 13.82, 40.09 kcal/mol.